12
Properties=species:S:1:pos:R:3:forces:R:3:lowdin_charge:R:1 method="wB97M-V/def2-TZVPD" charge=0 homo_lumo_gap_ev=9.014 homo_ev=-8.4624
C 0.83969 0.74197 0.73859 -0.136 -0.014 -0.155 -0.111
O 1.40772 -0.15611 -0.05484 0.037 -0.003 0.105 -0.082
C 0.45396 -1.00062 -0.76439 -0.070 -0.050 -0.052 -0.081
C -0.86999 -0.69509 -0.12586 0.021 -0.010 -0.230 -0.223
O -0.82487 -0.86592 1.28451 -0.038 -0.117 0.114 0.014
C -0.63650 0.44935 0.75762 -0.015 0.236 0.078 -0.259
H 1.08380 1.96023 0.45845 0.027 0.152 0.025 0.031
H 0.55278 2.21855 -0.24969 -0.030 -0.210 0.019 0.146
H 0.47197 -0.73279 -1.82593 -0.015 -0.020 0.101 0.133
H 0.79120 -2.02986 -0.62401 -0.075 0.118 -0.040 0.135
H -1.81236 -0.90176 -0.62674 0.160 0.038 0.077 0.152
H -1.37576 1.20074 1.02037 0.136 -0.120 -0.041 0.145